Entry 1:
Molecular formula: C44H52As2IN8O3S2Tl
Method: DFT, ωB97M-V/def2-TZVPD

* net charge: -2
* energy relative to the best compared isomer or geometry (same formula, charge and spin): 255.4 kJ/mol
* highest occupied orbital energy: -1.55 eV

Positions of all 113 atoms, in Å:
Tl 0.22098 0.08999 0.99193
C -1.00964 -6.87171 3.19267
C -0.97644 -5.37892 3.03132
C -0.78586 -4.53134 4.06256
C -0.77388 -3.10314 3.90285
C -0.83139 -2.31911 5.00192
N -1.03541 -0.96242 4.96192
C -0.28297 -0.10047 5.83360
C -0.88963 1.29809 5.84159
C -0.55896 2.10575 4.58759
N -1.19260 3.42389 4.67160
C -2.48909 3.67747 4.42370
C -3.30531 3.22784 3.41289
C -4.71774 3.48972 3.55811
C -5.59533 3.22858 2.57230
C -7.07211 3.46846 2.70081
C -5.07289 2.76136 1.31285
C -3.76424 2.54922 1.05555
C -3.38175 2.38271 -0.38957
N -2.11260 1.73306 -0.84730
C -2.35226 0.86085 -1.99230
C -2.84007 -0.53045 -1.57381
C -1.78057 -1.64691 -1.70666
N -1.20306 -1.93655 -0.41661
C -1.43898 -3.06341 0.10742
C -1.08231 -3.48776 1.46084
C -1.22466 -4.80367 1.72752
C -0.63471 -2.48052 2.51125
O -1.26287 -1.27690 2.39338
C -2.77004 2.72630 2.13223
O -1.56840 2.56716 1.95013
H -0.92591 -7.15248 4.24428
H -0.18836 -7.35457 2.65233
H -1.94041 -7.29686 2.80178
H -0.69322 -4.92600 5.07403
H -0.76029 -2.76726 5.99512
H -1.12452 -0.69042 3.96365
H 0.77754 -0.04326 5.53433
H -0.30004 -0.51719 6.84746
H -0.54691 1.85268 6.72356
H -1.97620 1.19981 5.91768
H -0.88180 1.61977 3.67085
H 0.51960 2.25754 4.51306
H -0.78626 4.01367 5.37914
H -2.93846 4.38254 5.12291
H -5.06630 3.88919 4.50719
H -7.32617 3.82222 3.70095
H -7.64018 2.55356 2.51159
H -7.41182 4.21502 1.97786
H -5.78116 2.63518 0.49745
H -4.24997 2.00180 -0.93580
H -1.39929 0.78012 -2.52320
H -3.06073 1.34417 -2.68992
H -3.72599 -0.80708 -2.15120
H -3.15222 -0.48412 -0.52668
H -0.97957 -1.29926 -2.36184
H -2.21154 -2.55214 -2.16704
H -1.97531 -3.82933 -0.48312
H -1.53137 -5.47013 0.92205
C 5.21588 -1.31014 1.50422
As 3.74026 -0.77485 0.30428
C 3.45568 -2.63386 -0.30958
C 4.90783 -0.06905 -1.13453
C 5.85670 -0.86852 -1.76649
C 6.65265 -0.37838 -2.79081
C 6.50342 0.93719 -3.19756
C 5.57523 1.75121 -2.56672
C 4.77980 1.27186 -1.52762
As 3.39249 2.42594 -0.72506
C 4.07156 4.17176 -1.32513
C 4.19213 2.58740 1.07586
H 5.95815 -1.91428 0.98011
H 4.78441 -1.88089 2.32710
H 5.69767 -0.41650 1.90208
H 4.31907 -3.02937 -0.84943
H 1.36041 -2.52175 -0.40142
H 3.35480 -3.17128 0.63670
H 5.98181 -1.90172 -1.46172
H 7.37470 -1.02581 -3.27580
H 7.09821 1.32962 -4.01443
H 5.44722 2.76541 -2.91765
H 3.84616 4.30359 -2.38115
H 5.14336 4.27832 -1.14916
H 3.53894 4.93306 -0.75308
H 5.27083 2.73914 1.01705
H 3.97258 1.69867 1.66680
H 3.72970 3.44538 1.56661
S 1.25466 -2.33652 2.22631
C 2.14083 -2.88936 -1.08629
C 1.99132 -4.36338 -1.22816
C 2.11216 -4.98772 -2.40409
C 2.37207 -4.21252 -3.60459
C 2.38441 -2.86643 -3.59925
C 2.09771 -2.12753 -2.38361
S 1.74415 -0.53475 -2.39995
H 1.81713 -4.90720 -0.30544
H 2.02986 -6.06491 -2.47998
H 2.53998 -4.74081 -4.53715
H 2.54797 -2.29523 -4.50427
N 0.58283 2.97028 -3.41525
C 1.59692 2.44006 -4.11789
O 2.77155 2.51343 -3.79954
C 1.16336 1.67043 -5.35494
I 2.27495 2.25262 -7.07575
H 0.75200 3.24488 -2.45718
H -0.38437 2.75640 -3.61322
H 0.11329 1.79678 -5.59766
H 1.39859 0.62153 -5.18596
N -2.00542 6.71383 -2.08014
C -2.54283 5.81236 -1.57482
N -3.25351 4.86673 -0.99386
C -2.76802 3.63010 -0.98552
N -1.66818 3.04143 -1.38309

Entry 2:
Molecular formula: C53H62F41IN2O11P
Method: DFT, ωB97M-V/def2-TZVPD

* net charge: +1
* highest occupied orbital energy: -10.84 eV

Positions of all 171 atoms, in Å:
C 3.40756 -5.38279 0.63166
C 3.66159 -3.86301 0.54915
C 3.14279 -3.16331 1.83568
F 2.63185 -4.07077 2.75937
C 2.04257 -2.13587 1.62038
C 2.24026 -0.86700 2.13971
C 3.51666 -0.50512 2.86296
O 3.56379 -0.61991 4.07474
O 4.63414 -0.08172 2.17996
P 4.37601 0.79043 0.75702
O 4.58435 -0.28630 -0.43912
O 5.67411 1.72199 0.63637
C 1.25002 0.09278 2.01119
C 1.35843 1.47308 2.58655
C 1.32686 1.49158 4.14452
C 2.55718 2.28726 4.65950
O 0.16583 2.18514 4.57190
C -0.18257 1.91406 5.91088
C -0.94566 3.07452 6.51156
C -1.84364 2.80016 7.50141
C -2.57501 3.80742 8.05525
C -2.37235 5.07778 7.61121
C -1.46042 5.37069 6.64485
C -0.74273 4.34654 6.08798
C 0.11098 -0.24913 1.33371
O -0.83969 0.69491 1.20960
C -1.91476 0.47868 2.19420
C -2.70514 1.75131 2.43358
C -3.03168 2.50745 1.13153
C -4.00334 1.31194 3.18417
C -3.68864 0.98202 4.66465
C -5.16798 2.29921 3.06081
N -0.05765 -1.46790 0.78953
C -1.27750 -1.75402 0.01534
I -2.58238 -3.14298 1.05214
C -0.96962 -2.21106 -1.42010
C 0.29624 -1.56275 -1.99154
C 0.90651 -2.41761 0.95108
N 0.76557 -3.72083 0.45312
H 3.77054 -5.88160 -0.26620
H 3.99103 -5.78104 1.46184
H 2.35665 -5.61154 0.75939
H 3.15380 -3.43978 -0.31734
H 4.73684 -3.74340 0.42053
H 4.00400 -2.71303 2.33350
H 3.84889 -0.16286 -1.05297
H 5.41431 2.63652 0.80958
H 2.27276 1.97812 2.28979
H 0.53978 2.10768 2.26261
H 1.37548 0.48155 4.56394
H 2.30110 3.34570 4.60875
H 3.47049 2.04292 4.12006
H 2.73455 2.03412 5.70645
H -0.81866 1.02540 6.00720
H 0.69257 1.73756 6.54916
H -1.97368 1.78011 7.84489
H -3.29888 3.57016 8.82213
H -2.95982 5.87958 8.04645
H -1.29702 6.38922 6.32195
H -0.01998 4.58778 5.31902
H -1.44455 0.17222 3.13618
H -2.59672 -0.31404 1.88715
H -2.21009 2.43137 3.13312
H -3.36627 3.51001 1.38671
H -3.85390 2.00780 0.61730
H -2.16337 2.60737 0.47808
H -4.35171 0.36699 2.74665
H -2.61360 1.02688 4.84849
H -4.18274 1.67083 5.35040
H -3.98281 -0.03815 4.91889
H -5.58884 2.20801 2.06225
H -4.88542 3.32851 3.27924
H -5.95130 1.95636 3.74006
H -1.87643 -0.85896 -0.07721
H -0.93147 -3.29717 -1.48112
H -1.80400 -1.92516 -2.06320
H 0.43740 -0.51684 -1.70942
H 1.18307 -2.12857 -1.68753
H 0.30758 -1.59410 -3.07990
H -0.03664 -4.20576 0.84114
H 0.79258 -3.76922 -0.55662
C 0.14347 7.79419 0.77298
C 1.06286 6.65906 1.26960
C 0.40012 5.42952 1.89318
F -0.29865 5.72546 2.99979
F 1.36110 4.54049 2.26174
F 1.98595 7.16970 2.11029
F 1.74314 6.20665 0.17520
O -0.03822 8.93091 1.61118
C -1.00702 8.95179 2.60074
C -0.40002 9.07528 4.00245
F 0.43135 8.04881 4.26827
F -1.38712 9.05339 4.92663
F -1.83546 7.89441 2.49356
F -1.75785 10.05029 2.38350
H 0.65105 8.20086 -0.10115
H -0.80779 7.41324 0.40062
H -0.26523 4.93552 1.17882
H 0.15880 10.00847 4.09488
C -0.04467 2.71929 -7.05148
C -0.81428 1.52387 -7.65394
C -1.91436 0.88071 -6.80226
F -1.43774 0.35747 -5.65195
F -2.47837 -0.13693 -7.49226
F 0.07063 0.58853 -8.06237
F -1.43013 1.99114 -8.77273
O 1.23891 2.47462 -6.47378
C 1.37354 2.07187 -5.16406
C 1.99475 0.67692 -5.06044
F 1.24964 -0.24348 -5.69640
F 2.06594 0.30328 -3.75456
F 0.20499 2.15876 -4.49715
F 2.21998 2.93969 -4.56733
H 0.17879 3.36505 -7.89952
H -0.67446 3.31802 -6.39382
H -2.69601 1.60680 -6.56386
H 2.99696 0.66563 -5.49215
C -0.64499 -4.95076 -6.12763
C -1.37724 -6.16187 -6.74266
C -2.50667 -6.79908 -5.92758
F -2.07163 -7.29305 -4.75206
F -3.03221 -7.83033 -6.62354
F -0.46719 -7.09286 -7.09655
F -1.94701 -5.71618 -7.89599
O 0.61494 -5.17467 -5.49146
C 0.70867 -5.55282 -4.17055
C 1.34186 -6.93679 -3.99976
F 0.62869 -7.87842 -4.63576
F 1.37173 -7.25476 -2.68293
F -0.48597 -5.44944 -3.54979
F 1.52452 -4.65122 -3.56675
H -0.39018 -4.31682 -6.97602
H -1.30765 -4.34674 -5.50791
H -3.30349 -6.07460 -5.73550
H 2.36000 -6.94190 -4.39509
C 7.36724 -8.01380 1.20133
C 8.87839 -8.10094 0.90041
C 9.52932 -6.92036 0.17334
F 9.00647 -6.72277 -1.05128
F 10.84752 -7.16996 0.00841
F 9.13198 -9.25429 0.24789
F 9.50214 -8.19209 2.10846
O 6.46344 -8.69613 0.33369
C 5.98564 -8.11331 -0.82261
C 6.42421 -8.86793 -2.08071
F 7.76259 -8.91739 -2.17775
F 5.95223 -8.22673 -3.17729
F 6.30199 -6.80311 -0.86981
F 4.63493 -8.17614 -0.75821
H 7.24203 -8.52981 2.15250
H 7.04882 -6.98797 1.38750
H 9.42594 -6.00062 0.75644
H 6.03722 -9.88886 -2.06654
C -7.63468 4.15248 -0.67161
C -6.14664 3.77646 -0.83142
C -5.31716 4.57315 -1.84166
F -5.77280 4.44342 -3.09668
F -4.03913 4.10904 -1.83117
F -6.04792 2.44912 -1.07612
F -5.56254 3.98668 0.38418
O -8.60855 3.35979 -1.34200
C -8.96823 3.61580 -2.65546
C -8.61698 2.45052 -3.58566
F -7.29359 2.18960 -3.56445
F -8.95337 2.76560 -4.85441
F -8.45373 4.78375 -3.08120
F -10.30843 3.75769 -2.66919
H -7.85303 3.98380 0.38276
H -7.80284 5.21746 -0.83211
H -5.29763 5.63388 -1.57731
H -9.15372 1.54859 -3.28469

Entry 3:
Molecular formula: C3H2N2
Method: DFT, ωB97M-V/def2-TZVPD

* energy relative to the best compared isomer or geometry (same formula, charge and spin): 701.1 kJ/mol
* highest occupied orbital energy (spin up / spin down): -9.83 / -9.84 eV

Positions of all 7 atoms, in Å:
C 0.57219 0.04775 -0.86648
C -0.68476 -0.23559 0.88961
C 0.78633 0.85378 0.17630
N 0.00540 0.85308 1.23968
N -0.29138 -0.79119 -0.24937
H 1.04576 -0.03354 -2.61637
H -1.43354 -0.69428 1.42663

Entry 4:
Molecular formula: C42H46FeNO2S2Sb2Te
Method: DFT, ωB97M-V/def2-TZVPD

* net charge: -1
* multiplicity: 5
* energy relative to the best compared isomer or geometry (same formula, charge and spin): 502.6 kJ/mol
* highest occupied orbital energy (spin up / spin down): -2.44 / -2.44 eV

Positions of all 97 atoms, in Å:
Fe -15.53647 6.53898 13.20284
C -19.81239 6.91321 18.28922
C -19.33428 5.68613 19.06331
C -20.34756 4.93327 19.84801
Sb -15.84152 9.05889 17.20401
C -14.91013 10.47939 15.75074
C -15.53111 11.20237 14.73380
C -14.82864 12.07401 13.86835
C -13.46034 12.31941 14.09279
C -12.83925 11.70203 15.18871
C -13.55580 10.79920 15.95032
C -16.01095 10.50596 18.79451
C -15.62632 11.85666 18.63568
C -15.69754 12.72057 19.70491
C -16.28311 12.26410 20.92690
C -16.71556 10.95080 21.03846
C -16.65972 10.07130 19.93888
Sb -20.05283 6.84657 16.10941
C -20.49726 8.91489 15.79570
C -19.61470 9.80140 16.55394
C -19.64343 11.17567 16.43425
C -20.52892 11.75041 15.55048
C -21.35692 10.95945 14.78504
C -21.36196 9.54686 14.90726
C -22.08463 6.26237 15.73992
C -22.21958 5.13067 14.99123
C -23.43004 4.54824 14.67593
C -24.61485 5.21161 15.05648
C -24.54724 6.41949 15.73430
C -23.28079 6.93466 16.05799
H -19.02060 7.63943 18.38344
H -20.71885 7.35309 18.72277
H -18.50943 6.05833 19.66787
H -18.83593 4.97064 18.42708
H -21.29567 5.42861 20.10317
H -20.17972 3.97211 20.26478
H -16.53498 10.98944 14.46742
H -15.28323 12.51647 13.02260
H -12.90564 13.06304 13.48781
H -11.81533 11.94858 15.46049
H -13.06514 10.35375 16.80465
H -15.19274 12.20055 17.72136
H -15.42375 13.76121 19.56287
H -16.41687 12.93016 21.78546
H -17.10547 10.59575 22.01075
H -17.05579 9.05807 20.03577
H -18.88976 9.35891 17.22742
H -19.05033 11.80124 17.07492
H -20.62395 12.83479 15.61404
H -22.15537 11.28480 14.11860
H -22.00821 8.90930 14.31649
H -21.38162 4.60359 14.54063
H -23.54708 3.67165 14.03597
H -25.59273 4.77191 14.84758
H -25.41420 6.90456 16.11552
H -23.25332 7.87082 16.62318
N -14.15335 5.15523 13.86158
C -14.40177 5.02699 15.31147
C -15.57316 4.03309 15.47729
C -16.64977 4.17860 14.33710
O -17.40043 3.31445 14.05389
O -16.78495 5.39566 13.83665
H -14.24570 4.31283 13.31229
H -13.23214 5.54760 13.65639
H -14.73587 6.05465 15.71760
H -13.56281 4.69013 15.85393
H -16.08240 4.22079 16.40179
H -15.26628 2.97749 15.47061
C -16.52261 10.43069 11.17026
C -15.84602 9.31409 11.85336
S -16.87373 8.19953 12.73453
C -14.49290 9.18311 11.86630
C -13.49836 10.17414 11.23617
S -13.85800 7.66406 12.49294
H -17.55296 10.28625 10.90034
H -15.96141 10.66739 10.26780
H -16.50653 11.33769 11.80565
H -13.88490 11.16646 11.19536
H -13.18781 9.96994 10.23821
H -12.57541 10.17308 11.80220
C -15.28608 2.33803 8.69085
Te -16.29180 3.47466 10.08515
C -15.36759 5.13123 9.18263
C -14.65028 4.60532 7.95356
C -14.01563 5.46469 7.02604
C -13.48297 4.99694 5.86847
C -13.59281 3.63672 5.57721
C -14.19252 2.78117 6.43708
C -14.63162 3.24861 7.67962
H -15.96792 1.71287 8.08334
H -14.49129 1.74900 9.10683
H -14.61480 5.62624 9.86570
H -16.10464 5.90666 8.90433
H -13.93581 6.51565 7.21031
H -12.96321 5.66278 5.21563
H -13.21734 3.28017 4.60770
H -14.28015 1.74771 6.18529

Entry 5:
Molecular formula: C6H12O
Method: DFT, ωB97M-V/def2-TZVPD

* SMILES: C[C@@H]1[C@@H]2C[C@@]12C.O
* energy relative to the best compared isomer or geometry (same formula, charge and spin): 260.3 kJ/mol
* highest occupied orbital energy: -9.30 eV

Positions of all 19 atoms, in Å:
C 0.17845 1.21298 1.54367
C -0.32836 0.60798 0.22533
C -0.41711 -0.86529 -0.25259
C 0.97615 -1.25169 0.09157
C 0.67192 -0.00160 -0.68028
C 1.13322 0.52018 -1.98699
H 0.92788 1.96727 1.26496
H 0.69117 0.50502 2.19925
H -0.57972 1.73303 2.13725
H -1.02826 1.28288 -0.27996
H -1.11702 -1.45663 -0.83975
H 1.26165 -1.23722 1.14164
H 1.42059 -2.06514 -0.47948
H 0.31012 1.04335 -2.49130
H 1.94155 1.23543 -1.80735
H 1.49195 -0.28927 -2.62934
O -2.64290 -1.21274 1.25351
H -1.84588 -0.66601 1.19870
H -3.04541 -1.06252 0.39116